Entry 1:
62
Properties=species:S:1:pos:R:3:forces:R:3:nbo_charge:R:1 method="wB97M-V/def2-TZVPD" e_homo_ev=-4.4581 total_charge=-1 energy_ha=-5279.4800 gap_ev=5.853
I -0.89795 6.06969 1.06840 -1.03 0.27 -1.00 0.13
I 2.07818 5.23399 2.11101 1.01 -0.21 0.23 0.02
Nb -0.20954 3.85831 -1.72333 -1.63 1.17 0.20 1.06
Br 1.35777 4.52602 -3.74499 0.07 -0.01 0.19 -0.45
Cl -4.33644 5.16946 -1.45451 -0.26 -0.16 0.06 -0.11
P -0.66552 1.77001 -3.15639 1.25 0.51 0.81 1.08
F -1.41619 0.43005 1.84197 0.25 -0.51 0.06 -0.36
O -2.73329 2.80168 -0.26679 0.12 0.01 0.10 -0.60
O -1.06289 2.15475 -4.69071 -0.24 -0.13 -0.33 -0.98
O -2.56462 6.93418 -2.04577 -0.11 -0.24 0.06 -0.56
O -2.55438 2.08130 2.72684 -0.75 0.12 0.41 -0.53
O -0.50009 -5.36107 1.84294 0.16 0.03 -0.06 -0.53
O 1.65326 -1.06532 -0.69150 0.06 0.26 -0.21 -0.54
N -0.94339 2.52642 1.14853 0.05 -0.33 -0.50 -0.74
N 0.68782 0.77448 -3.45317 -0.41 0.12 -0.14 -1.17
C 2.10525 -1.09899 0.64639 -0.05 -0.01 0.18 -0.06
C 2.98758 4.90146 -0.67345 0.71 0.27 0.13 -0.66
C -1.72513 1.74143 1.97046 0.29 0.29 0.01 0.98
C -1.97999 4.79367 -2.85033 -0.78 -0.99 -0.28 -0.99
C -0.45225 -5.23529 3.25060 -0.07 0.03 0.12 -0.06
C -2.91832 -5.79015 1.67253 0.04 0.07 0.08 -0.65
C 0.48874 5.67664 -0.55652 1.67 -0.73 0.57 -0.77
C 1.26303 -2.29871 -1.26509 -0.06 -0.17 -0.03 -0.07
C -2.80715 5.76468 -2.15381 0.35 1.02 0.04 0.56
C -1.54833 2.95964 -0.09642 0.36 0.08 0.04 0.35
C 0.12646 -2.98282 -0.52662 -0.02 0.12 0.07 -0.65
C -0.20710 -6.54264 3.98562 0.00 -0.06 -0.10 -0.64
C -1.50137 -6.20992 1.32003 -0.11 -0.09 -0.02 -0.06
C 3.33124 -1.96933 0.86681 -0.01 -0.06 -0.11 -0.64
C 1.95367 5.75568 0.01244 -0.77 0.05 -0.10 -0.29
H 3.00275 5.07447 -1.74162 -0.20 -0.08 -0.21 0.24
H -1.01289 -7.26042 3.82722 -0.04 0.02 0.04 0.20
H -3.10933 -4.77275 1.33164 -0.01 0.02 -0.02 0.22
H -1.56219 5.31267 -3.70544 0.52 0.09 -0.01 0.27
H -0.74199 -2.32410 -0.47835 -0.01 0.01 -0.02 0.22
H 1.29447 -1.40297 1.31908 0.01 -0.03 -0.02 0.16
H -2.60235 3.99565 -3.24320 -0.18 -0.19 0.09 0.25
H 0.72160 -7.00242 3.64570 0.02 0.00 0.01 0.21
H -0.03375 2.12477 0.96521 0.11 0.06 -0.07 0.41
H 3.13355 -3.01848 0.64160 -0.03 -0.01 0.05 0.20
H -3.10054 -5.82200 2.74752 -0.01 -0.06 0.00 0.20
H -2.00885 2.01721 -4.81091 0.03 0.07 -0.14 0.50
H 3.96628 5.19472 -0.30054 0.20 0.05 0.09 0.21
H 0.36514 6.55708 -1.17950 -0.15 0.10 -0.30 0.25
H 1.30404 1.26626 -4.09543 0.18 -0.03 -0.04 0.38
H -1.32240 -7.24955 1.62149 -0.02 0.01 0.04 0.15
H 4.15254 -1.63852 0.23028 0.03 0.02 0.00 0.21
H 0.39457 -3.25417 0.49332 0.02 -0.09 -0.02 0.21
H -1.36909 -6.16979 0.23880 0.04 0.02 -0.01 0.19
H -0.15901 -3.89955 -1.04416 0.01 -0.01 -0.03 0.21
H 3.64870 -1.90699 1.90813 0.01 0.03 0.02 0.21
H 2.34462 -0.06371 0.89079 -0.02 0.03 -0.03 0.19
H 1.02192 2.72240 -1.00960 -0.53 -0.64 -0.09 -0.30
H 2.28133 6.78626 -0.03854 0.06 0.26 0.31 0.20
H 0.37103 -4.54825 3.44455 0.01 0.03 -0.03 0.19
H -0.13222 -6.35803 5.05740 0.01 0.02 0.02 0.21
H 0.95079 -2.05136 -2.27953 0.01 0.07 -0.01 0.20
H 2.12542 -2.97148 -1.35438 0.00 0.00 0.06 0.15
H 1.17618 0.65424 -2.57062 0.11 -0.16 0.08 0.40
H 2.88626 3.84929 -0.44552 -0.27 -0.25 -0.19 0.22
H -1.36112 -4.75038 3.62412 -0.02 -0.03 0.00 0.16
H -3.63454 -6.45938 1.19534 0.00 -0.01 -0.03 0.21

Entry 2:
55
Properties=species:S:1:pos:R:3:forces:R:3:nbo_charge:R:1 method="wB97M-V/def2-TZVPD" e_homo_ev=0.2951 relative_energy_ev=0.000 total_charge=-2 energy_ha=-3060.1528 gap_ev=4.251
Cu 11.17538 -25.62440 29.48578 -0.92 -0.60 -0.36 0.91
S 14.78208 -26.23838 30.25829 -0.31 -1.53 0.34 2.18
O 10.04350 -26.77968 31.06193 0.11 0.66 -0.18 -1.00
O 10.60529 -23.81343 28.11418 0.39 -0.43 0.43 -0.87
O 13.48769 -25.64594 30.37941 0.02 0.85 0.06 -0.92
O 11.54010 -27.43863 27.97286 0.29 0.28 0.30 -0.98
O 15.89921 -25.70393 31.00712 0.32 0.19 -0.20 -0.98
N 11.51109 -22.93422 28.75091 -0.10 -1.01 0.96 -0.23
C 12.11957 -21.86170 26.59668 -0.03 1.17 -0.34 -0.64
C 15.25669 -26.57402 28.55703 0.24 -0.27 0.66 -0.68
C 10.78943 -21.96382 29.52639 0.10 1.32 0.37 0.12
C 15.40686 -28.83286 29.67242 0.22 0.12 -0.62 -0.41
C 12.20459 -28.40599 27.31712 -0.40 1.33 -0.34 -0.18
C 12.78733 -20.45839 29.29039 1.19 1.13 0.43 -0.40
C 10.30700 -27.47540 32.19296 0.57 0.47 -0.41 -0.18
C 12.59783 -22.55140 27.89408 -0.02 0.03 -0.41 0.09
C 9.98473 -22.62559 30.62580 -0.21 -0.21 0.93 -0.60
C 16.08977 -27.85346 28.69048 0.96 0.40 0.03 -0.40
C 11.75069 -20.99765 30.23610 0.53 -0.18 0.78 -0.41
C 9.81542 -21.05707 28.72778 -0.80 -0.51 0.22 -0.65
C 14.56483 -27.98915 30.61626 -1.44 -0.38 -0.10 -0.71
C 13.40998 -23.78364 27.50961 -0.13 -0.53 -0.34 -0.60
C 13.53637 -21.60958 28.64360 0.46 1.06 -1.10 -0.38
H 14.32085 -26.74680 28.02250 -0.01 0.34 -0.17 0.29
H 10.59744 -23.14003 31.37614 0.27 -0.24 -0.50 0.22
H 12.29445 -21.50698 31.04823 -0.01 -0.39 -0.35 0.20
H 12.31792 -28.18149 26.21041 -0.21 -0.35 -0.03 0.07
H 11.29324 -27.20654 32.67406 -0.06 -0.23 -0.07 0.08
H 12.44295 -19.71771 28.55576 -0.60 -0.58 -0.20 0.19
H 10.26600 -20.63080 27.83788 -0.07 0.11 -0.03 0.20
H 14.56033 -28.22771 31.67795 0.55 0.26 0.06 0.24
H 14.03879 -23.54492 26.64370 0.27 0.03 0.23 0.17
H 11.70452 -29.39715 27.40211 0.40 -0.31 -0.06 0.09
H 11.19906 -20.24548 30.81491 -0.16 0.21 -0.54 0.19
H 12.78599 -24.62969 27.20495 -0.26 0.19 0.15 0.27
H 16.10914 -29.50258 30.17216 0.18 0.28 0.05 0.20
H 12.17029 -20.76637 26.70498 0.10 -0.09 0.04 0.17
H 8.93292 -21.64965 28.46920 0.22 -0.06 -0.42 0.22
H 10.35096 -28.57705 31.99072 -0.04 -0.02 0.38 0.08
H 9.42054 -20.27179 29.38382 0.27 0.15 -0.07 0.17
H 15.87505 -25.74123 28.23212 -0.34 0.10 -0.34 0.24
H 13.50736 -28.11547 30.33544 0.11 0.13 -0.05 0.29
H 9.58335 -27.30315 33.03924 -0.11 -0.20 -0.21 0.07
H 14.24115 -22.10990 29.31054 -0.53 -0.24 0.40 0.21
H 12.76177 -22.08299 25.73822 -0.16 -0.20 0.00 0.18
H 14.77120 -29.46589 29.05874 -0.31 -0.08 0.19 0.23
H 16.29427 -28.26572 27.70000 -0.31 -0.23 0.07 0.21
H 14.20664 -21.13981 27.89944 -0.08 -0.26 -0.07 0.18
H 13.28262 -28.47386 27.59749 0.33 -0.70 0.31 0.04
H 9.50720 -21.84617 31.24189 -0.31 0.01 -0.38 0.16
H 17.07905 -27.55900 29.06964 -0.16 -0.05 0.12 0.20
H 14.01123 -24.11508 28.35434 0.08 0.05 0.02 0.19
H 9.25340 -23.33682 30.24903 -0.01 0.05 -0.07 0.25
H 11.07331 -22.04646 26.35923 0.11 -0.64 0.02 0.24
H 13.54318 -19.81453 29.78562 -0.21 -0.39 0.42 0.18

Entry 3:
62
Properties=species:S:1:pos:R:3:forces:R:3:nbo_charge:R:1 method="wB97M-V/def2-TZVPD" e_homo_ev="-9.3672 / -11.3413" total_charge=+1 s_squared=8.9052 energy_ha=-3030.0403 multiplicity=6 gap_ev="4.668 / 5.640"
Fe 0.40255 -0.25651 0.00134 -2.91 -0.96 0.99 1.12
P 2.03796 -1.08308 1.31472 1.57 -0.33 1.16 0.77
O -3.16797 1.99553 -0.23559 0.56 -0.82 0.16 -0.93
O -1.47211 -0.62132 2.22237 0.49 1.15 0.48 -0.56
O -0.66041 1.79403 1.78980 2.13 -0.37 -1.30 -0.39
O 0.59193 -2.05150 -2.29193 0.60 0.94 -0.49 -0.54
O 1.98854 0.32649 -2.19821 -0.40 1.25 2.17 -0.31
O -0.00987 -0.05058 -4.36670 -0.42 0.31 -0.25 -0.74
N 3.33377 -0.85743 3.71072 0.29 -0.14 0.17 -0.45
N 1.51670 0.78436 -1.07740 1.60 0.43 -2.82 -0.11
N 0.23788 1.46429 0.89364 -0.97 2.27 1.14 -0.13
N 0.04280 -1.78994 -1.06634 0.20 -0.97 -0.16 -0.28
N 4.73237 -1.27830 1.73200 0.29 -0.06 0.20 -0.45
N 3.34786 -3.07913 2.66252 0.18 0.10 0.14 -0.45
N -0.94235 -1.11425 1.06161 -0.38 0.30 -0.90 -0.28
C 1.51955 3.50793 1.48641 0.06 0.56 -0.18 -0.68
C -1.30353 -2.37859 0.71365 0.82 -0.15 -0.66 0.19
C 4.59156 -0.53055 3.00031 -0.42 -0.56 -0.13 -0.07
C 3.24603 -2.31944 3.92989 0.12 0.32 -0.56 -0.07
C 1.22013 2.37673 0.57468 -0.47 -0.96 0.34 0.19
C 1.92585 2.01472 -0.59396 -0.14 -1.22 -0.16 0.20
C 2.18249 -2.87784 1.80346 -0.02 -0.09 -0.06 -0.49
C -0.73276 -2.76815 -0.53994 0.05 0.98 0.78 0.19
C 2.15752 -0.33406 3.03077 0.03 -0.12 -0.18 -0.50
C -0.88149 -4.11418 -1.15023 -0.22 -0.39 -0.19 -0.68
C -0.93416 0.69277 -3.56061 0.36 -0.15 -0.36 -0.25
C 3.02454 2.75544 -1.26694 0.19 0.54 -0.04 -0.68
C 3.79141 -0.81545 0.72068 -0.11 -0.14 0.18 -0.51
C -2.06643 -3.27568 1.62520 -0.22 -0.29 0.20 -0.68
C 4.61480 -2.73148 1.97865 -0.45 0.44 0.22 -0.07
H 0.63915 4.14768 1.63495 0.18 -0.25 0.04 0.27
H 1.11138 -1.20751 -2.49451 -0.63 -1.18 -0.04 0.51
H 3.97500 0.24710 0.49981 -0.13 -0.23 0.10 0.22
H -0.35880 1.45051 -3.02613 -0.17 0.05 0.16 0.16
H 4.65212 -3.25931 1.01531 0.10 0.10 0.30 0.21
H -1.23285 0.38635 2.18573 -0.62 -1.48 0.07 0.49
H 2.28423 -2.55067 4.40992 0.33 0.04 -0.07 0.21
H 4.60569 0.54683 2.78045 0.09 -0.29 0.12 0.20
H 1.26444 -3.18984 2.32647 0.25 0.15 -0.14 0.24
H -1.69268 1.20928 -4.15907 0.09 -0.17 0.15 0.19
H 3.92709 -1.37363 -0.21726 -0.01 0.11 0.20 0.24
H 2.26946 -3.48509 0.88931 0.00 0.15 0.24 0.24
H 5.43545 -0.79452 3.65775 -0.30 0.14 -0.26 0.22
H -1.92150 -4.27956 -1.47491 0.33 0.01 0.04 0.25
H 4.07851 -2.61657 4.58756 -0.34 0.06 -0.25 0.22
H 3.16910 3.74048 -0.80317 -0.08 -0.33 -0.18 0.24
H -2.69714 -3.99132 1.07788 0.23 0.31 0.05 0.25
H 5.45485 -3.04288 2.61954 -0.32 0.07 -0.26 0.22
H -2.32506 1.97931 0.25168 -0.52 0.18 -0.11 0.46
H 2.32662 4.12239 1.07502 -0.20 -0.12 0.16 0.24
H -0.65125 -4.88594 -0.40054 -0.10 0.19 -0.17 0.24
H -1.41544 0.00416 -2.86149 -0.10 0.15 0.06 0.17
H 2.21303 0.76395 2.96625 0.00 -0.30 -0.01 0.22
H 2.78738 2.91405 -2.33053 0.09 -0.20 0.32 0.27
H 1.84272 3.13049 2.47020 -0.24 0.07 -0.29 0.25
H 3.99092 2.22056 -1.20775 -0.52 0.03 -0.08 0.26
H -1.37164 -3.88019 2.23383 -0.16 0.18 -0.11 0.23
H -3.40780 1.05067 -0.27363 -0.05 0.60 -0.01 0.47
H 1.24481 -0.59456 3.59035 0.23 0.09 -0.18 0.25
H -0.32108 -0.01716 -5.28013 0.19 -0.11 0.24 0.48
H -2.69693 -2.70856 2.32042 0.20 -0.09 -0.27 0.26
H -0.21534 -4.25976 -2.00928 -0.24 0.19 0.28 0.26